# C20H23AlClOPS

C20H23AlClOPS as an isolated structure at a distorted geometry (ωB97M-V with the def2-TZVPD basis set, the Open Molecules 2025 dataset).

Last column: natural (NBO) charge in e.
Positions of all 48 atoms, in Å:
Al -0.269 -0.140 2.220  1.70
Cl 0.299 1.169 3.763  -0.48
P -0.100 0.728 0.114  0.74
C -1.459 -0.123 -0.775  -0.40
C -1.224 -0.946 -1.885  -0.19
C -2.319 -1.558 -2.510  -0.18
C -3.606 -1.391 -1.995  -0.16
C -3.822 -0.642 -0.833  -0.21
C -2.751 0.004 -0.223  -0.16
C -0.359 2.529 -0.248  -0.26
C 0.462 3.470 0.392  -0.22
C 0.294 4.840 0.169  -0.19
C -0.729 5.287 -0.681  -0.15
C -1.551 4.362 -1.331  -0.19
C -1.359 2.987 -1.120  -0.22
C 1.458 0.416 -0.808  -0.25
C 2.526 -0.165 -0.108  -0.23
C 3.712 -0.463 -0.776  -0.19
C 3.841 -0.161 -2.135  -0.16
C 2.788 0.446 -2.834  -0.18
C 1.597 0.753 -2.168  -0.22
H 1.234 3.109 1.073  0.22
H 0.969 5.557 0.647  0.25
H -0.868 6.359 -0.846  0.25
H -2.336 4.705 -2.017  0.25
H -1.987 2.256 -1.625  0.23
H -0.205 -1.079 -2.251  0.24
H -2.157 -2.149 -3.414  0.25
H -4.455 -1.835 -2.507  0.25
H -4.822 -0.528 -0.414  0.25
H -2.898 0.620 0.672  0.21
H 2.415 -0.379 0.963  0.18
H 4.534 -0.930 -0.224  0.24
H 4.772 -0.402 -2.647  0.25
H 2.896 0.680 -3.899  0.25
H 0.776 1.241 -2.702  0.24
H -0.331 -4.713 -2.593  0.00
H 0.418 -4.657 -2.550  0.00
C 1.424 -2.026 4.088  -0.80
S 0.450 -2.717 2.719  1.17
C -0.230 -4.048 3.755  -0.75
O -0.879 -1.750 2.610  -1.04
H 2.212 -2.774 4.211  0.28
H 0.830 -1.970 5.004  0.28
H 1.852 -1.039 3.858  0.27
H -0.534 -3.634 4.725  0.27
H -1.084 -4.512 3.241  0.29
H 0.573 -4.787 3.893  0.28

As for the LUMO energy: -7.641 eV. The calculation puts the HOMO energy at -0.5434 Ha. As for the net charge: +2. The value obtained for the electronic energy is -2292.80198 hartree.

---

# C42H26Cl5CoF9PSb2

C42H26Cl5CoF9PSb2 as an isolated structure at a distorted geometry (ωB97M-V with the def2-TZVPD basis set, the Open Molecules 2025 dataset).

Last column: Mulliken spin population.
Positions of all 86 atoms, in Å:
Co 1.724 1.291 -0.623  1.04
C 7.891 0.244 -1.128  0.00
C 7.133 1.524 -1.192  0.00
C 5.771 1.458 -1.349  0.01
C 5.104 0.218 -1.403  0.01
C 5.761 -0.968 -1.173  -0.01
C 7.190 -0.971 -1.026  0.00
P 3.283 0.044 -1.372  0.05
C 2.937 -1.139 -2.724  0.00
C 3.748 -1.206 -3.845  0.02
C 3.425 -2.060 -4.932  -0.01
C 2.258 -2.786 -4.934  0.01
C 1.427 -2.729 -3.806  -0.01
C 1.765 -2.007 -2.687  -0.01
C 2.888 -0.667 0.222  -0.05
C 3.494 -1.652 1.053  -0.01
C 3.059 -1.819 2.328  0.01
C 2.022 -1.035 2.883  0.00
C 1.384 -0.072 2.127  0.01
C 1.864 0.088 0.797  -0.11
H 8.987 0.271 -0.941  0.00
H 7.687 2.518 -1.270  0.00
H 5.282 2.398 -1.570  0.00
H 5.223 -1.877 -1.161  0.00
H 7.717 -1.881 -0.840  0.00
H 4.675 -0.682 -3.912  0.00
H 4.159 -2.179 -5.731  0.00
H 1.910 -3.398 -5.759  0.00
H 0.555 -3.320 -3.731  0.00
H 1.178 -1.919 -1.728  0.00
H 4.188 -2.369 0.662  0.00
H 3.518 -2.602 2.946  0.00
H 1.713 -1.372 3.926  0.00
H 0.598 0.567 2.497  0.01
Cl 4.223 2.519 2.060  0.00
C 3.290 3.484 0.967  0.03
C 2.435 2.886 0.034  0.00
C 1.507 3.677 -0.642  -0.04
Cl 0.426 2.718 -1.698  0.00
C 1.714 5.037 -0.841  0.00
Cl 0.749 5.773 -2.039  0.00
C 2.749 5.642 -0.129  0.00
Cl 3.117 7.263 -0.434  0.00
C 3.532 4.836 0.760  0.00
Cl 4.780 5.653 1.676  0.00
F -6.050 5.435 -1.280  0.00
C -5.816 4.108 -0.819  0.00
C -6.905 3.337 -0.354  0.02
C -6.611 2.109 0.239  -0.03
C -5.303 1.772 0.458  0.08
C -4.209 2.505 0.026  0.00
C -4.480 3.703 -0.680  0.01
Sb -4.827 -0.191 1.417  0.38
C -3.818 0.498 3.222  0.24
C -3.128 1.656 3.407  0.00
C -2.431 1.866 4.601  0.02
C -2.674 0.954 5.682  -0.01
F -2.037 1.148 6.838  0.00
C -3.455 -0.183 5.529  0.02
C -4.025 -0.423 4.257  -0.04
C -4.905 -1.759 -0.246  0.28
C -3.819 -2.544 -0.498  0.04
C -3.931 -3.585 -1.313  0.01
C -5.235 -3.911 -1.788  0.00
F -5.248 -4.988 -2.635  0.00
C -6.353 -3.095 -1.565  0.01
C -6.095 -1.961 -0.842  -0.03
H -7.967 3.641 -0.587  0.00
H -7.438 1.391 0.516  -0.01
H -3.135 2.215 0.150  0.00
H -3.627 4.381 -0.965  0.00
H -3.217 2.411 2.641  0.01
H -1.947 2.868 4.839  0.00
H -3.647 -0.857 6.359  0.00
H -4.649 -1.279 4.080  -0.01
H -2.827 -2.230 -0.151  0.02
H -3.102 -4.250 -1.628  0.00
H -7.328 -3.209 -1.960  0.00
H -6.861 -1.155 -0.692  0.01
F -2.920 0.074 0.712  0.01
Sb 0.011 -4.933 0.502  0.00
F 1.723 -4.500 -0.228  0.00
F -0.775 -4.380 -1.228  0.00
F 0.373 -6.813 0.239  0.00
F -1.838 -4.961 1.170  0.00
F 0.488 -4.265 2.256  0.00

The multiplicity is 3. As for the LUMO energy (alpha / beta): -3.414 / -3.414 eV. The calculation puts the HOMO energy (alpha / beta) at -0.2760 / -0.2966 Ha. As for the expectation value of S²: 2.08. The value obtained for the electronic energy is -7020.21193 hartree.